Entry 1:
C55H119N9O | ωB97M-V/def2-TZVPD

Its gap between HOMO and LUMO is 7.15 eV. The total charge is +6. The value obtained for the energy is -74364.076 eV. As for the LUMO energy: -0.3963 hartree. The energy above the lowest of the compared OMol25 structures with the same formula, charge and spin comes out at 0.00 kJ/mol.

Structure (XYZ):
```
184
Properties=species:S:1:pos:R:3:forces:R:3
C -0.0893 -0.4936 -0.2315 0.382 -0.505 0.692
C 0.9572 0.6559 -0.2966 0.496 -0.226 -1.413
C 2.2121 0.3346 0.5411 -0.746 0.669 0.861
O 1.3073 1.0267 -1.5726 -0.418 -0.069 0.176
H -1.0890 -0.1974 -0.5534 0.069 0.134 -0.150
H -0.1859 -0.8842 0.7942 -0.130 0.335 0.113
H 0.2004 -1.4027 -0.7733 0.189 0.349 -0.416
H 0.4544 1.4961 0.2477 -0.005 0.060 0.211
H 2.7370 -0.6013 0.3493 -0.240 -0.175 -0.215
H 1.8766 0.3858 1.5895 0.428 -0.398 0.145
H 2.9231 1.1550 0.4164 0.036 -0.012 -0.161
C 5.0393 1.3599 2.8321 0.335 0.023 -0.251
C 6.0180 2.2577 2.0698 0.025 0.394 0.294
N 5.9544 2.1240 0.6024 -0.334 0.424 0.063
C 6.6973 1.2348 -0.1285 -0.376 -0.505 0.435
C 6.3008 1.3441 -1.4231 0.278 0.743 0.096
N 5.3933 2.3824 -1.4601 -0.490 -0.691 -0.137
C 5.1659 2.8140 -0.2226 0.744 -0.104 -0.069
C 4.6498 2.7826 -2.6511 0.058 0.681 -0.240
H 4.9963 0.3649 2.3878 0.024 -0.037 0.075
H 4.0327 1.7741 2.8537 0.006 0.021 -0.143
H 5.3852 1.2733 3.8610 0.005 -0.039 -0.007
H 7.0594 2.0924 2.3403 -0.053 -0.265 0.043
H 5.8383 3.3032 2.3202 -0.042 0.042 -0.151
H 7.3469 0.5769 0.4251 0.246 -0.090 -0.436
H 6.6339 0.9052 -2.3468 0.120 -0.191 0.127
H 4.5749 3.6692 0.0530 -0.208 -0.128 0.001
H 5.1565 3.6098 -3.1499 -0.057 0.095 0.179
H 3.6456 3.0569 -2.3383 -0.066 -0.053 -0.144
H 4.5946 1.9824 -3.3826 0.004 -0.287 0.297
C -2.0286 1.6410 2.5471 0.544 -1.032 0.816
C -1.5962 2.4699 3.7664 -1.376 -0.042 -0.682
N -1.6459 1.7935 5.0723 0.655 -0.095 -0.246
C -1.2855 2.4233 6.2536 -0.236 -0.250 -0.611
C -1.3399 1.4783 7.2198 0.339 0.354 0.384
N -1.6798 0.2892 6.6278 0.127 0.326 -0.333
C -1.8566 0.5094 5.3204 0.097 -0.327 0.404
C -1.7401 -1.0054 7.2918 -0.390 -0.449 0.461
H -2.0532 2.2585 1.6535 0.097 0.065 0.033
H -2.9947 1.1451 2.6524 -0.172 0.369 0.190
H -1.3141 0.8246 2.4025 0.074 0.150 -0.347
H -2.3437 3.2597 3.8470 0.477 0.456 0.096
H -0.5897 2.8386 3.5870 0.000 0.216 0.279
H -0.9796 3.4541 6.2192 -0.154 0.057 0.386
H -1.1152 1.5678 8.2700 -0.078 -0.097 0.011
H -2.0651 -0.2620 4.6006 -0.141 0.085 -0.052
H -2.7490 -1.2217 7.6429 -0.078 0.031 -0.281
H -1.1239 -1.0286 8.1881 0.252 0.295 -0.193
H -1.3916 -1.7717 6.6051 -0.069 -0.019 0.005
C -4.9404 -0.4031 0.4038 -0.322 -0.153 -0.603
C -5.9422 0.7478 0.2263 -0.343 -0.186 0.550
C -7.2415 0.2168 -0.4175 0.990 0.536 0.357
N -8.2663 1.2516 -0.7880 -0.925 -0.148 0.248
C -7.8025 2.2128 -1.8120 0.101 -0.221 -1.055
C -9.5157 0.4859 -1.2724 -0.859 1.125 -0.748
C -10.5591 0.5439 -0.1453 0.259 -0.519 0.290
C -9.7862 1.0615 1.0634 0.474 0.256 -0.133
C -8.8126 2.0307 0.4049 -0.046 -0.811 0.750
H -4.6029 -0.7389 -0.5801 0.125 -0.080 0.094
H -5.4173 -1.2591 0.8847 -0.038 0.029 0.021
H -4.0646 -0.1507 0.9990 -0.044 0.254 -0.050
H -5.5132 1.5722 -0.3428 0.067 -0.064 -0.054
H -6.1764 1.1179 1.2277 -0.045 0.212 -0.091
H -7.7053 -0.4572 0.2974 -0.157 -0.145 -0.213
H -6.9872 -0.3212 -1.3297 -0.225 -0.055 -0.060
H -6.9139 2.7449 -1.4903 -0.049 0.008 0.143
H -8.5936 2.9133 -2.0709 -0.062 0.067 0.441
H -7.6130 1.6914 -2.7529 0.279 -0.197 0.204
H -9.8918 1.1019 -2.0897 0.045 -0.201 -0.137
H -9.3093 -0.4903 -1.7005 0.498 -0.058 0.354
H -11.3444 1.2377 -0.4357 -0.084 -0.035 0.138
H -11.0045 -0.4278 0.0550 -0.077 0.022 -0.127
H -10.3909 1.5637 1.8146 -0.091 -0.035 -0.055
H -9.2110 0.2782 1.5605 -0.263 -0.120 0.090
H -9.3915 2.8810 0.0530 0.408 0.175 -0.273
H -7.9865 2.3084 1.0530 0.004 0.343 -0.163
C -0.7427 -3.9721 1.2546 -0.415 0.483 0.850
C -0.5430 -5.2412 2.1140 0.094 0.782 -0.716
C -0.3816 -4.9157 3.5988 -0.416 -0.917 -0.917
N -0.3517 -6.1556 4.4565 0.221 0.104 0.207
C -1.6523 -6.9188 4.3996 0.811 -0.032 -0.323
C -0.0831 -5.7785 5.9084 -0.378 0.461 0.016
C 0.4462 -7.0403 6.5578 -0.096 -0.425 0.008
C 1.1425 -7.8232 5.4128 -0.715 0.060 0.388
C 0.8284 -7.0369 4.1373 0.793 0.016 0.180
H -0.8376 -4.2328 0.2029 0.425 0.102 -0.033
H 0.0152 -3.2112 1.4674 0.404 -0.335 -0.485
H -1.6539 -3.4069 1.4860 -0.243 -0.474 0.178
H 0.3916 -5.6791 1.7586 -0.152 -0.366 0.041
H -1.3729 -5.9013 1.8716 0.078 -0.204 0.292
H -1.2226 -4.3068 3.9291 0.180 0.139 0.258
H 0.5892 -4.4322 3.6886 -0.159 0.255 0.494
H -1.8137 -7.2766 3.3873 -0.093 0.186 -0.039
H -2.4290 -6.2374 4.7286 -0.224 -0.269 0.091
H -1.5257 -7.8052 5.0139 -0.311 0.156 0.293
H -1.0284 -5.3807 6.2801 0.038 -0.240 0.285
H 0.6209 -4.9453 5.9439 0.206 -0.184 -0.327
H -0.3772 -7.6218 6.9695 0.042 -0.003 0.051
H 1.1438 -6.8745 7.3740 -0.117 0.358 0.024
H 0.7137 -8.8222 5.3683 0.214 -0.082 -0.103
H 2.2042 -7.9114 5.6197 0.070 -0.026 -0.340
H 0.6797 -7.6853 3.2780 -0.340 0.221 -0.101
H 1.6308 -6.3283 3.9231 0.085 -0.157 -0.114
C 6.7799 -2.6762 0.4078 -0.505 0.224 0.022
C 5.6210 -2.3635 -0.5516 -0.487 -0.345 0.382
C 5.6626 -3.2825 -1.7606 0.326 -0.440 -0.001
N 4.3993 -3.3460 -2.5758 -0.302 0.127 -0.502
C 4.0048 -2.0079 -3.0849 -0.688 1.012 0.199
C 4.6033 -4.3370 -3.7439 0.795 0.348 0.100
C 4.0978 -5.7056 -3.2669 0.027 0.244 -0.586
C 3.5259 -5.4772 -1.8561 0.759 -0.054 -0.327
C 3.2506 -3.9762 -1.8568 -0.732 -1.237 -0.257
H 6.5977 -3.6836 0.7835 0.556 -0.173 -0.215
H 6.7397 -2.0687 1.3137 -0.021 0.280 -0.194
H 7.7575 -2.5499 -0.0510 0.081 -0.284 0.044
H 5.5339 -1.3228 -0.8665 0.286 0.047 0.041
H 4.7180 -2.5700 0.0331 -0.131 0.056 -0.182
H 5.8783 -4.3202 -1.4981 -0.060 0.092 0.304
H 6.4692 -3.0212 -2.4478 -0.125 0.262 -0.054
H 3.3976 -2.1041 -3.9814 0.246 -0.216 -0.139
H 4.8470 -1.3432 -3.2625 0.282 -0.429 -0.215
H 3.3556 -1.4638 -2.3903 0.181 -0.313 0.359
H 4.1131 -3.9194 -4.6177 -0.342 -0.151 0.101
H 5.6665 -4.3135 -3.9794 -0.001 -0.137 0.062
H 3.3295 -6.0514 -3.9573 -0.044 -0.011 0.078
H 4.9075 -6.4281 -3.3290 -0.072 -0.100 0.279
H 2.6115 -6.0516 -1.7360 0.024 0.045 0.303
H 4.2737 -5.7828 -1.1243 -0.272 0.018 0.244
H 2.4010 -3.9082 -2.5418 -0.054 0.636 0.134
H 2.9888 -3.5461 -0.8955 0.341 0.343 -0.058
C 1.7571 2.7525 -8.1657 0.032 0.187 0.300
C 1.1756 2.4846 -6.7779 0.663 0.887 1.136
C 0.1598 1.3610 -6.7352 0.682 0.440 -0.694
N -0.1537 0.8513 -5.3521 -0.885 0.038 -0.860
C 0.9807 0.0513 -4.8021 -0.162 0.278 0.219
C -1.4190 0.0065 -5.4912 -0.585 0.352 -0.023
C -2.2730 0.2733 -4.2398 0.236 -0.972 0.793
C -1.4022 1.1811 -3.3783 -0.097 0.795 0.368
C -0.5993 1.9528 -4.4174 0.033 -0.580 -0.386
H 0.9896 2.6537 -8.9317 0.152 -0.109 -0.150
H 2.6183 2.1153 -8.3583 -0.245 -0.269 -0.242
H 2.1409 3.7703 -8.2187 -0.112 0.037 0.005
H 0.7789 3.4121 -6.3426 -0.625 -0.084 -0.501
H 1.9870 2.3530 -6.0451 0.131 -0.682 -0.328
H 0.5057 0.5320 -7.3574 0.069 -0.219 0.341
H -0.7532 1.6864 -7.2334 -0.174 0.110 0.392
H 0.6126 -0.6237 -4.0341 -0.058 -0.059 -0.088
H 1.6714 0.7222 -4.2977 0.107 -0.004 -0.123
H 1.4270 -0.4688 -5.6446 0.120 -0.155 0.146
H -1.1218 -1.0109 -5.7264 -0.104 -0.091 0.258
H -2.0142 0.3906 -6.3151 0.474 -0.053 -0.362
H -2.5011 -0.6612 -3.7228 0.079 0.033 0.032
H -3.2437 0.7104 -4.4638 0.165 0.175 -0.371
H -0.7772 0.6367 -2.6709 0.434 0.066 -0.290
H -1.9500 1.8863 -2.7468 -0.258 -0.066 -0.192
H 0.2552 2.5432 -4.1009 0.053 -0.207 0.250
H -1.2424 2.5578 -5.0607 -0.115 0.210 0.288
C 2.2973 4.0172 2.3666 0.473 0.972 -0.690
C 1.2059 4.9726 1.8211 0.479 -0.440 0.299
C 0.7685 4.4715 0.4417 0.304 0.606 1.133
N -0.2196 5.3676 -0.2507 -0.766 -0.140 -1.008
C -1.4266 5.5807 0.6019 0.543 0.150 0.309
C -0.6619 4.7132 -1.5739 -0.418 -0.022 -0.387
C -0.0925 5.5622 -2.7113 0.427 0.242 -0.113
C 1.0448 6.3132 -2.0413 0.583 -0.143 0.591
C 0.4282 6.6908 -0.7132 0.226 -0.748 0.553
H 2.1674 3.0139 1.9577 -0.011 -0.167 0.427
H 2.3991 4.0753 3.4480 -0.397 -0.370 0.063
H 3.2684 4.3991 2.0322 0.011 -0.234 -0.216
H 1.6207 5.9779 1.7748 -0.191 0.084 0.205
H 0.3927 4.9390 2.5464 -0.228 0.293 -0.233
H 0.3408 3.4910 0.6495 -0.267 -0.058 -0.785
H 1.6424 4.3858 -0.1992 -0.126 -0.234 -0.150
H -1.7758 4.6014 0.9238 -0.194 0.031 -0.107
H -2.1758 6.1219 0.0337 -0.049 -0.040 0.002
H -1.1387 6.1538 1.4799 -0.081 0.105 -0.045
H -1.7482 4.7334 -1.6438 -0.011 -0.071 0.378
H -0.3426 3.6695 -1.5923 0.264 0.080 0.118
H -0.8090 6.2950 -3.0834 -0.177 -0.184 0.001
H 0.2360 4.9500 -3.5486 -0.018 0.004 -0.005
H 1.4819 7.1765 -2.5380 -0.308 -0.009 -0.257
H 1.8700 5.6258 -1.8272 0.079 0.071 -0.236
H -0.3445 7.4483 -0.8300 -0.080 -0.059 0.206
H 1.1301 6.9360 0.0771 -0.008 0.494 -0.164
```
Positions in Å, forces in eV/Å.

These are the Löwdin partial charges, in e, on atoms 1 to 8:
1. C -0.083
2. C -0.670
3. C -0.084
4. O -0.311
5. H 0.054
6. H 0.042
7. H 0.065
8. H 0.076

Entry 2:
C2H4FNO2 | ωB97M-V/def2-TZVPD

Its gap between HOMO and LUMO is 10.92 eV. As for the SMILES: O=[N+]([O-])CCF. The total charge is 0. The value obtained for the energy is -10437.653 eV. As for the LUMO energy: -0.0145 hartree. The energy above the lowest of the compared OMol25 structures with the same formula, charge and spin comes out at 374.87 kJ/mol.

Structure (XYZ):
```
10
Properties=species:S:1:pos:R:3:forces:R:3
C 0.1032 -0.4105 -0.4610 -4.513 -1.258 2.327
C -1.0878 0.2870 0.3789 1.000 0.752 -2.412
N 1.4033 -0.1325 0.0754 3.371 -0.089 0.543
O 2.3241 -0.5181 -0.6701 -1.237 0.829 1.352
O 1.5699 0.3849 1.1902 -0.538 -0.814 -1.910
F -1.3165 1.5316 -0.2576 0.547 0.401 0.185
H -0.0124 0.0506 -1.4370 0.395 -0.716 -0.299
H -0.1235 -1.5749 -0.3246 0.955 2.503 -0.914
H -0.8113 0.5371 1.4005 -0.341 -0.647 0.090
H -2.0490 -0.1551 0.1052 0.361 -0.960 1.038
```
Positions in Å, forces in eV/Å.

These are the Löwdin partial charges, in e, on atoms 1 to 8:
1. C -0.062
2. C -0.120
3. N -0.393
4. O 0.060
5. O 0.074
6. F -0.103
7. H 0.130
8. H 0.186

Entry 3:
C5H11N | ωB97M-V/def2-TZVPD

Its gap between HOMO and LUMO (alpha / beta) is 2.80 / 7.74 eV. As for the spin multiplicity: 2. The total charge is -1. The value obtained for the energy is -6851.375 eV. As for the LUMO energy (alpha / beta): 0.1535 / 0.1494 hartree. The energy above the lowest of the compared OMol25 structures with the same formula, charge and spin comes out at 42.69 kJ/mol.

Structure (XYZ):
```
17
Properties=species:S:1:pos:R:3:forces:R:3
C -0.1967 2.2046 1.0202 0.154 0.302 1.222
C -0.7658 0.7541 1.0469 0.631 1.666 -1.225
C -0.0269 -0.2028 0.1645 -0.148 -0.993 0.586
C -0.4741 -0.4797 -1.0623 -0.038 0.021 -1.037
N 0.1161 -1.3298 -1.9701 0.968 -0.449 0.674
C 1.1426 -0.9853 0.7179 0.139 0.209 -0.199
H -0.1027 2.6984 0.0586 -0.077 -0.247 -0.251
H -0.7944 2.8457 1.6895 -0.368 -0.055 -0.369
H 0.7615 2.2754 1.5517 0.253 -0.373 -0.469
H -0.7155 0.5560 2.1140 -0.581 -0.803 0.011
H -1.7617 0.8225 0.6018 -0.337 -0.080 0.732
H -1.3088 0.0499 -1.5103 -0.131 0.078 0.328
H 0.8807 -1.9139 -1.6434 -0.346 0.166 -0.270
H -0.2352 -1.5348 -2.8908 -0.359 0.255 0.161
H 1.0641 -2.0814 0.7118 -0.396 0.075 -0.281
H 1.2967 -0.7440 1.7722 0.348 0.251 -0.082
H 2.0159 -0.7580 0.0939 0.287 -0.022 0.469
```
Positions in Å, forces in eV/Å.

These are the Löwdin partial charges, in e, on atoms 1 to 8:
1. C -0.167
2. C -0.273
3. C -0.353
4. C -0.436
5. N -0.015
6. C -0.224
7. H 0.051
8. H 0.046